{"formula": "C7H12O", "method": "ωB97M-V/def2-TZVPD", "energy_ha": -349.120147, "e_homo_ev": -8.74, "homo_lumo_gap_ev": 9.7, "smiles": "C=C(O)C(C)=C(C)C", "lumo_energy_ev": 0.92, "relative_energy_ev": 0.7755, "species": ["C", "C", "O", "C", "C", "C", "C", "C", "H", "H", "H", "H", "H", "H", "H", "H", "H", "H", "H", "H"], "xyz": [[2.478, -0.061, 0.008], [1.368, -0.691, 0.407], [1.367, -1.635, 1.403], [0.002, -0.488, -0.225], [-0.418, -1.617, -1.121], [-0.711, 0.598, 0.093], [-0.356, 1.709, 1.038], [-2.112, 0.757, -0.587], [3.446, -0.255, 0.457], [2.441, 0.684, -0.781], [2.268, -1.711, 1.756], [-0.507, -1.271, -2.156], [-1.377, -2.035, -0.798], [0.307, -2.437, -1.109], [-0.276, 2.655, 0.492], [-1.137, 1.816, 1.798], [0.588, 1.542, 1.561], [-2.446, 1.795, -0.492], [-2.845, 0.115, -0.089], [-2.080, 0.529, -1.655]], "atomic_forces_ev_per_a": [[-0.3, 0.1, 0.0], [0.0, 0.4, -0.4], [0.1, 0.1, 0.0], [1.4, 0.2, 1.3], [-0.3, -0.1, -0.1], [-1.5, -0.3, -1.3], [0.4, -0.3, 0.1], [1.1, 0.3, 0.6], [0.0, -0.1, 0.1], [-0.1, -0.2, 0.1], [-0.3, 0.0, -0.2], [-0.1, -0.1, 0.1], [0.0, 0.1, -0.2], [-0.1, 0.3, 0.1], [-0.1, 0.0, 0.1], [0.0, 0.1, -0.1], [-0.1, 0.0, -0.1], [0.0, -0.1, 0.0], [0.0, 0.0, -0.1], [0.0, -0.2, 0.2]]}

***

{"formula": "C7H12O", "method": "ωB97M-V/def2-TZVPD", "energy_ha": -349.015358, "e_homo_ev": [-6.79, -6.91], "homo_lumo_gap_ev": [7.4, 7.9], "lumo_energy_ev": [0.57, 0.95], "relative_energy_ev": 3.6269, "species": ["C", "C", "C", "C", "C", "C", "C", "O", "H", "H", "H", "H", "H", "H", "H", "H", "H", "H", "H", "H"], "xyz": [[-1.142, -0.577, 0.286], [0.680, -1.343, 0.380], [-1.656, 0.614, -0.425], [-1.510, -0.767, 1.717], [1.370, 0.868, -1.798], [1.559, -0.216, 0.505], [1.840, 0.767, -0.377], [-0.415, -1.456, -0.465], [0.930, -2.272, 0.881], [2.134, -0.222, 1.430], [2.548, 1.525, -0.061], [-1.780, 0.420, -1.492], [-2.604, 0.960, -0.005], [-1.022, -0.026, 2.364], [-2.591, -0.643, 1.833], [-0.931, 1.436, -0.304], [-1.219, -1.761, 2.066], [0.914, 1.837, -2.012], [2.230, 0.774, -2.470], [0.663, 0.083, -2.054]], "atomic_forces_ev_per_a": [[0.4, 0.1, 0.2], [-0.2, 0.3, 0.2], [0.3, 0.2, 0.1], [-0.2, -0.5, 0.0], [0.1, -0.1, 0.0], [0.2, 0.1, -0.7], [-0.1, 0.1, 0.1], [-0.1, -0.3, -0.2], [-0.1, 0.1, 0.2], [-0.1, 0.0, 0.0], [0.0, 0.0, 0.0], [0.1, 0.0, 0.0], [0.1, -0.1, 0.1], [-0.1, -0.1, -0.1], [-0.1, 0.0, 0.1], [0.0, 0.0, -0.1], [0.0, 0.1, 0.0], [0.0, 0.0, 0.0], [-0.1, 0.0, 0.0], [0.0, 0.0, 0.0]]}

***

{"formula": "C7H12O", "method": "ωB97M-V/def2-TZVPD", "energy_ha": -349.119194, "e_homo_ev": -9.77, "homo_lumo_gap_ev": 10.8, "smiles": "C=CCCCCC=O", "lumo_energy_ev": 1.05, "relative_energy_ev": 0.8014, "species": ["C", "C", "C", "C", "C", "C", "C", "O", "H", "H", "H", "H", "H", "H", "H", "H", "H", "H", "H", "H"], "xyz": [[1.967, 1.663, 2.259], [1.247, 1.368, 1.190], [0.271, 0.222, 1.114], [0.550, -0.736, -0.045], [0.035, -0.249, -1.392], [-1.496, -0.239, -1.492], [-2.124, -1.572, -1.215], [-3.247, -1.722, -0.818], [2.682, 2.472, 2.300], [1.794, 1.096, 3.173], [1.442, 1.869, 0.244], [0.354, -0.333, 2.045], [-0.742, 0.631, 1.121], [1.629, -0.865, -0.125], [0.101, -1.698, 0.194], [0.409, -0.818, -2.240], [0.339, 0.774, -1.628], [-1.915, 0.488, -0.793], [-1.832, 0.094, -2.472], [-1.465, -2.444, -1.422]], "atomic_forces_ev_per_a": [[-0.4, -0.1, 0.4], [0.3, -0.4, -0.6], [0.3, 0.3, 0.6], [0.0, 0.5, -0.3], [-0.8, 0.4, -0.7], [0.1, 0.3, 0.6], [0.1, -0.1, -0.2], [0.0, -0.1, 0.1], [0.1, 0.0, -0.1], [0.2, 0.2, 0.0], [-0.1, 0.3, 0.1], [0.0, -0.1, 0.2], [-0.1, -0.2, -0.3], [0.1, -0.2, 0.1], [0.1, -0.2, -0.1], [0.3, -0.4, 0.1], [0.3, 0.0, 0.3], [-0.1, -0.1, 0.0], [0.0, -0.1, -0.3], [-0.2, -0.1, 0.0]]}

***

{"formula": "C7H12O", "method": "ωB97M-V/def2-TZVPD", "energy_ha": -349.016504, "e_homo_ev": [-7.40, -6.91], "homo_lumo_gap_ev": [7.7, 7.8], "lumo_energy_ev": [0.34, 0.88], "relative_energy_ev": 3.5957, "species": ["C", "C", "C", "C", "C", "C", "C", "O", "H", "H", "H", "H", "H", "H", "H", "H", "H", "H", "H", "H"], "xyz": [[1.386, -0.250, -0.725], [2.855, 0.872, 0.433], [0.049, 1.724, 0.078], [-2.286, -0.127, 0.344], [-0.823, -2.080, -0.297], [0.153, 0.239, -0.202], [-0.909, -0.600, -0.026], [2.551, 0.432, -0.801], [1.427, -1.172, -1.290], [3.331, 1.836, 0.512], [2.664, 0.283, 1.313], [-0.922, 2.100, -0.238], [0.167, 1.946, 1.141], [0.802, 2.284, -0.475], [-2.325, 0.889, 0.731], [-2.961, -0.181, -0.517], [-1.024, -2.311, -1.350], [-1.567, -2.620, 0.291], [0.152, -2.497, -0.044], [-2.717, -0.767, 1.121]], "atomic_forces_ev_per_a": [[-1.3, -0.9, -0.7], [0.8, 1.0, 0.6], [-0.1, 0.0, 0.0], [0.0, 0.1, 0.2], [0.1, 0.0, 0.1], [1.0, 0.3, -0.1], [-0.4, -0.4, -0.1], [-0.2, 0.1, 0.5], [-0.1, 0.0, 0.1], [0.1, 0.0, -0.2], [-0.2, -0.3, -0.2], [0.0, 0.0, 0.0], [0.0, 0.0, 0.0], [0.0, 0.0, 0.0], [0.1, 0.0, -0.1], [0.0, 0.0, 0.0], [0.0, 0.0, 0.0], [0.0, 0.0, 0.0], [0.0, 0.0, 0.0], [0.0, 0.0, -0.1]]}

***

{"formula": "C7H12O", "method": "ωB97M-V/def2-TZVPD", "energy_ha": -349.048862, "e_homo_ev": -8.27, "homo_lumo_gap_ev": 9.2, "smiles": "CCC/C=C/C=C/O", "lumo_energy_ev": 0.95, "relative_energy_ev": 2.7152, "species": ["C", "C", "C", "C", "C", "C", "C", "O", "H", "H", "H", "H", "H", "H", "H", "H", "H", "H", "H", "H"], "xyz": [[2.516, 2.005, 1.016], [1.633, 1.391, -0.234], [1.437, -0.061, -0.376], [0.106, -0.575, 0.073], [-0.687, -1.355, -0.764], [-1.987, -1.934, -0.445], [-2.961, -1.077, -0.101], [-4.081, -1.665, 0.443], [2.252, 3.057, 1.124], [3.524, 2.034, 0.757], [2.209, 1.457, 1.856], [2.144, 1.786, -1.116], [0.694, 2.012, -0.329], [2.103, -0.655, 0.215], [1.839, -0.413, -1.323], [-0.234, -0.338, 1.032], [-0.335, -1.440, -1.795], [-2.321, -3.002, -0.575], [-3.002, 0.061, -0.087], [-4.848, -1.288, 0.632]], "atomic_forces_ev_per_a": [[-3.1, 0.1, -2.7], [1.0, 4.1, 0.5], [0.0, -1.4, 0.5], [-1.7, -2.2, -4.2], [2.1, 1.5, 0.9], [-1.1, 0.8, -0.2], [-1.2, 0.5, 1.1], [5.0, -3.8, -1.3], [-0.3, -0.1, 0.2], [1.8, -0.7, 0.0], [0.3, -0.6, 1.5], [0.2, -0.3, -0.1], [0.5, -1.1, 0.6], [1.0, 0.1, 1.2], [-1.1, 0.0, -0.7], [-0.3, 0.2, 1.5], [0.2, -0.4, 0.2], [0.9, 1.2, 0.3], [0.7, -1.7, -0.1], [-4.7, 3.6, 0.8]]}

***

{"formula": "C7H12O", "method": "ωB97M-V/def2-TZVPD", "energy_ha": -348.837192, "e_homo_ev": -8.88, "homo_lumo_gap_ev": 9.9, "lumo_energy_ev": 1.06, "relative_energy_ev": 8.4751, "species": ["C", "C", "C", "C", "C", "C", "C", "H", "H", "H", "H", "H", "H", "H", "H", "H", "H", "H", "H", "O"], "xyz": [[1.781, -0.086, -0.170], [0.980, 1.189, 0.059], [-0.309, 1.000, -0.554], [-1.693, 0.681, 0.291], [-1.908, -0.976, -0.201], [-0.340, -1.009, -0.129], [1.253, -1.367, 0.082], [2.356, 0.056, -1.084], [2.530, 0.208, 0.553], [0.548, 1.437, 1.181], [1.682, 1.993, -0.113], [-0.058, 1.965, -1.188], [-2.620, 1.285, 0.085], [-1.651, 0.674, 1.646], [-2.294, -1.332, 0.698], [-2.490, -0.889, -1.256], [-0.429, -0.486, 0.954], [1.438, -2.210, -0.650], [1.475, -1.969, 1.077], [-0.252, -0.163, -1.283]], "atomic_forces_ev_per_a": [[4.1, 4.0, 1.2], [-0.1, -1.0, 6.0], [-2.1, 4.1, -2.9], [-1.6, -0.2, 1.6], [0.6, 3.4, -0.9], [0.3, -0.4, 2.2], [-3.7, -7.5, 0.2], [-0.5, -0.4, -0.4], [1.1, -1.0, 0.5], [2.1, -0.9, -1.6], [-0.6, 0.6, -0.8], [-3.0, -1.3, -0.2], [1.1, -0.2, -0.2], [0.2, 0.2, -4.2], [-1.7, -1.4, 0.9], [1.5, -1.1, 2.8], [1.4, -0.9, -2.3], [0.6, 1.4, 0.2], [-0.6, 1.9, -1.5], [1.0, 0.6, -0.6]]}